Record 1
{
  "formula": "C14H8N5OsS3",
  "method": "ωB97M-V/def2-TZVPD",
  "species": ["Os", "S", "C", "C", "C", "C", "N", "C", "C", "C", "S", "C", "N", "H", "H", "S", "C", "N", "N", "C", "C", "C", "C", "C", "N", "H", "H", "H", "H", "H", "H"],
  "xyz": [[-1.38, 1.93, -0.11], [0.69, 2.87, -0.54], [1.47, 3.03, 1.02], [2.75, 3.56, 1.11], [3.34, 3.76, 2.36], [4.67, 4.25, 2.45], [5.74, 4.63, 2.52], [2.62, 3.46, 3.54], [1.36, 2.89, 3.44], [0.79, 2.66, 2.20], [-0.74, 1.85, 2.08], [3.17, 3.77, 4.81], [3.56, 4.06, 5.84], [3.30, 3.82, 0.22], [0.81, 2.64, 4.34], [-2.58, 4.62, -3.63], [-2.27, 3.56, -2.51], [-2.06, 2.72, -1.69], [-2.91, -0.06, -2.21], [-3.31, -0.36, -0.97], [-4.24, -1.41, -0.78], [-4.58, -1.80, 0.48], [-4.04, -1.12, 1.57], [-3.19, -0.07, 1.33], [-2.81, 0.32, 0.09], [-3.33, -0.53, -2.99], [-2.28, 0.71, -2.39], [-4.65, -1.90, -1.65], [-5.26, -2.63, 0.63], [-4.29, -1.39, 2.58], [-2.77, 0.49, 2.15]],
  "mulliken_charge": [0.7365, -0.2433, 0.5809, -0.7607, 0.4732, -0.2124, -0.3763, 0.4012, -0.7092, 0.7710, -0.2091, -0.2166, -0.3782, 0.5366, 0.5443, -0.2161, 0.6009, -0.7708, -0.2734, 0.9506, -0.7281, -0.2512, -0.8679, 0.1198, -0.2654, 0.2419, 0.1100, 0.2972, 0.4352, 0.4145, 0.2649],
  "charge": 1,
  "e_above_lowest_kcal_mol": 17.3,
  "lumo_ev": [-6.41, -6.44]
}

---

Record 2
{
  "formula": "C14H9Br2F5NO2PtS5Te",
  "method": "ωB97M-V/def2-TZVPD",
  "species": ["Pt", "C", "C", "C", "C", "C", "C", "Br", "C", "C", "Br", "C", "O", "C", "N", "H", "H", "H", "H", "H", "H", "F", "Te", "F", "F", "F", "F", "O", "C", "S", "C", "C", "S", "S", "C", "S", "S", "H", "H", "H"],
  "xyz": [[-0.51, 0.46, -0.62], [0.43, -2.77, -0.41], [1.45, -1.78, 0.03], [2.58, -2.20, 0.78], [3.50, -1.29, 1.22], [3.35, 0.07, 0.89], [4.22, 1.13, 1.27], [5.78, 0.76, 2.29], [3.94, 2.42, 0.92], [2.80, 2.72, 0.17], [2.45, 4.52, -0.31], [1.90, 1.75, -0.22], [0.82, 1.94, -0.93], [2.22, 0.42, 0.15], [1.30, -0.51, -0.26], [0.90, -3.61, -0.93], [-0.29, -2.30, -1.07], [-0.10, -3.17, 0.46], [2.67, -3.24, 1.04], [4.34, -1.61, 1.82], [4.60, 3.22, 1.22], [-2.29, -0.04, 2.95], [-0.48, 0.36, 3.21], [-0.93, 1.66, 4.46], [-0.10, -1.25, 2.32], [-0.64, -0.78, 4.69], [1.32, 0.42, 3.72], [-0.31, 1.48, 1.82], [-4.79, 2.02, -1.43], [-3.73, 1.91, -2.89], [-3.40, 0.19, -3.04], [-2.90, -0.67, -2.14], [-2.57, -0.39, -0.43], [-2.66, -2.30, -2.73], [-3.12, -2.06, -4.37], [-3.07, -3.22, -5.53], [-3.65, -0.44, -4.65], [-5.29, 2.99, -1.52], [-4.20, 1.98, -0.52], [-5.53, 1.23, -1.44]],
  "mulliken_charge": [0.7006, -1.0992, 0.7458, -0.6183, -0.8158, 1.3727, -0.1565, -0.2542, -0.3848, -0.3036, -0.1861, 1.1989, -0.7579, -0.3938, -0.5276, 0.4650, -0.0689, 0.2630, 0.4233, 0.3676, 0.4100, -0.4711, 2.0787, -0.4374, -0.4801, -0.4184, -0.4538, -0.7754, -0.7787, -0.0573, 0.0482, 0.1213, -0.2827, -0.0273, 0.0566, -0.2789, -0.1058, 0.3347, 0.2587, 0.2884],
  "charge": -1,
  "e_above_lowest_kcal_mol": 43.5,
  "lumo_ev": 1.22
}

---

Record 3
{
  "formula": "C14H9F8N3O4",
  "method": "ωB97M-V/def2-TZVPD",
  "species": ["N", "C", "C", "C", "C", "C", "C", "C", "O", "N", "N", "C", "O", "C", "O", "H", "H", "H", "H", "H", "F", "C", "F", "C", "F", "F", "C", "O", "C", "F", "F", "C", "F", "F", "H", "H", "H", "H"],
  "xyz": [[1.66, 0.83, -1.96], [0.27, 0.55, -2.41], [-0.13, 0.08, -3.86], [-1.63, -0.20, -4.32], [-2.73, 0.06, -3.24], [-2.33, 0.54, -1.79], [-0.86, 0.79, -1.32], [-3.75, 0.70, -1.05], [-3.95, 0.69, 0.20], [-4.74, 0.79, -2.14], [-5.33, 2.03, -2.39], [-4.46, 2.91, -2.85], [-3.39, 3.55, -3.06], [-4.33, -0.04, -3.30], [-5.10, -0.68, -4.06], [1.89, 1.80, -2.28], [2.31, 0.15, -2.39], [0.71, -0.08, -4.63], [-1.92, -0.54, -5.37], [-0.67, 1.16, -0.26], [3.16, -2.36, 2.85], [2.44, -2.46, 1.72], [3.32, -2.77, 0.73], [1.69, -1.17, 1.38], [2.54, -0.17, 1.03], [0.93, -1.42, 0.27], [0.72, -0.64, 2.46], [1.22, 0.37, 3.36], [1.99, -0.07, 4.46], [1.80, -1.40, 4.63], [1.47, 0.52, 5.56], [3.48, 0.31, 4.35], [4.01, -0.05, 3.16], [4.21, -0.30, 5.31], [1.75, -3.30, 1.83], [-0.08, -0.12, 1.92], [0.22, -1.44, 3.00], [3.61, 1.39, 4.45]],
  "mulliken_charge": [-0.4096, 0.0910, -0.4436, -0.5871, 0.2951, 0.4850, -0.4197, 0.1972, -0.5187, 0.3309, -0.7509, 0.7842, -0.4231, 0.2554, -0.5134, 0.2822, 0.2954, 0.3071, 0.3665, 0.3862, -0.2176, 0.0303, -0.2776, 0.9950, -0.3037, -0.2928, -0.7349, -0.4025, 0.7550, -0.2739, -0.2963, 0.2274, -0.2043, -0.2597, 0.2974, 0.3670, 0.3475, 0.2338],
  "smiles": "Nc1ccc2c(c1)C(=O)N(N=C=O)C2=O.FC(F)C(F)(F)COC(F)(F)C(F)F",
  "lumo_ev": -1.27
}

---

| no. | F_max (eV Å⁻¹) |
| --- | --- |
| 1 | 2.56 |
| 2 | 0.87 |
| 3 | 8.20 |